Record 1
The following is a DFT calculation (ωB97M-V/def2-TZVPD) of a 2-piece molecular cluster, C3H10N2S overall.

Values from the calculation:
Energy relative to the best compared isomer or geometry (same formula, charge and spin) = 302.20 kJ/mol
Spin multiplicity = 2
Net charge = +1
Max |F| = 5.53 eV/Å
E_LUMO (spin up / spin down) = -4.0502 / -9.3927 eV
HOMO (spin up / spin down) = -12.56 / -12.21 eV
Gap between HOMO and LUMO (spin up / spin down) = 8.51 / 2.82 eV

Element x y z (Å)
H  2.8390  0.6757  -2.3054
H  2.4314  0.8212  0.9808
H  -2.4583  0.1498  0.1257
H  1.3754  -1.2414  -1.6395
H  -1.4073  -0.4444  2.9558
H  0.5878  -0.1294  -2.9435
N  -1.7056  0.1586  0.8209
H  1.9086  1.6899  -1.3188
S  3.1242  0.2228  0.0057
C  -2.0894  -0.4797  1.9833
H  -0.0047  0.0136  -1.2144
N  -3.1956  -1.1011  1.9859
C  2.1111  0.7051  -1.5080
H  -1.1087  0.8361  0.9774
H  -3.3233  -1.6258  2.8745
C  0.9153  -0.2510  -1.7802

=====

Record 2
The following is a DFT calculation (ωB97M-V/def2-TZVPD) of a single C3H10N2S2 molecule.

Values from the calculation:
Energy relative to the best compared isomer or geometry (same formula, charge and spin) = 28.58 kJ/mol
SMILES = NC[C@H](N)CSS
Max |F| = 1.56 eV/Å
E_LUMO = 0.8231 eV
HOMO = -8.38 eV
Gap between HOMO and LUMO = 9.20 eV

Element x y z (Å)
H  -1.1370  0.6280  1.6918
H  4.2594  -1.8402  -0.3085
H  -2.9167  -0.6042  -0.1576
H  -3.2827  0.8798  -0.5563
C  1.1798  0.3401  -0.2608
H  -0.9590  1.4735  -0.7652
H  1.1241  1.4273  -0.2277
H  -1.2986  0.0437  -1.7174
H  -0.5104  -0.7983  2.1394
C  -1.2534  0.4252  -0.6905
C  -0.1621  -0.2961  0.1284
S  2.4499  -0.2878  0.8940
H  -0.1338  -1.3606  -0.0567
N  -2.5684  0.3446  -0.0626
N  -0.3542  0.0034  1.5456
H  1.5134  0.1391  -1.2784
S  4.0496  -0.5176  -0.3175

=====

Record 3
The following is a DFT calculation (ωB97M-V/def2-TZVPD) of a 2-piece molecular cluster, C3H10N2S2 overall.

Values from the calculation:
Energy relative to the best compared isomer or geometry (same formula, charge and spin) = 101.79 kJ/mol
Spin multiplicity = 2
Net charge = +1
Max |F| = 2.67 eV/Å
E_LUMO (spin up / spin down) = -3.8082 / -8.7701 eV
HOMO (spin up / spin down) = -12.16 / -11.91 eV
Gap between HOMO and LUMO (spin up / spin down) = 8.36 / 3.14 eV

Element x y z (Å)
S  -0.5927  0.6920  -1.8974
H  -2.0086  -3.2607  3.7207
S  0.6332  2.2057  -1.2113
C  2.2929  1.4487  -1.0519
C  0.5615  -0.9351  1.3205
H  2.9485  2.2275  -1.4417
H  -0.9089  -1.3792  3.4447
H  2.4751  1.2112  -0.0061
C  -1.1374  -2.0426  2.6115
H  0.8495  -0.7584  0.2848
N  -0.7217  -1.6218  1.3786
H  1.3914  -1.4581  1.7952
H  -0.8378  -2.3005  0.6340
N  -1.8184  -3.1187  2.7311
H  0.4404  0.0736  1.7351
H  -0.0613  0.5889  -3.1324
H  2.3227  0.5645  -1.6838

=====

Record 4
The following is a DFT calculation (ωB97M-V/def2-TZVPD) of an isolated ion of composition C3H10N2S2 and charge +1.

Values from the calculation:
Energy relative to the best compared isomer or geometry (same formula, charge and spin) = 41.21 kJ/mol
Spin multiplicity = 2
Net charge = +1
Max |F| = 2.52 eV/Å
E_LUMO (spin up / spin down) = -4.2689 / -8.3089 eV
HOMO (spin up / spin down) = -13.54 / -13.48 eV
Gap between HOMO and LUMO (spin up / spin down) = 9.27 / 5.17 eV

Element x y z (Å)
H  0.8131  -1.0397  1.2833
S  -2.9025  0.3491  -0.3632
H  -0.1848  -0.6998  -1.0475
H  1.4979  1.1174  -1.3081
S  -3.2024  -1.5996  -0.0397
H  -1.1904  1.7448  0.2614
H  -1.2109  0.3546  1.3620
N  2.3280  -0.3795  -0.0470
H  0.2511  1.0618  -2.2074
H  -2.9515  -1.6052  1.2889
C  -1.2926  0.6565  0.3159
C  0.0128  0.1784  -0.4335
H  2.2885  -1.3079  -0.4732
N  0.4848  1.2724  -1.2384
C  1.0118  -0.1931  0.6431
H  1.2359  0.6395  1.3154
H  3.0111  -0.5496  0.6879

=====

Record 5
The following is a DFT calculation (ωB97M-V/def2-TZVPD) of C3H10N3 as an isolated structure.

Values from the calculation:
Energy relative to the best compared isomer or geometry (same formula, charge and spin) = 528.43 kJ/mol
Net charge = +1
Max |F| = 4.82 eV/Å
E_LUMO = -3.3570 eV
HOMO = -12.48 eV
Gap between HOMO and LUMO = 9.12 eV

Element x y z (Å)
H  -1.2018  -0.9745  1.4901
H  1.5897  -1.0755  1.3350
H  -1.8639  -1.5517  -0.7589
H  -1.0412  1.3682  -0.6763
H  2.3887  0.3242  0.7277
C  1.3931  -0.6905  -0.8163
C  1.5095  -0.3453  0.6386
H  -2.8510  -0.4814  -0.1240
N  -1.8838  -0.6569  -0.4408
N  -0.9756  -0.5023  0.6431
H  1.0274  -1.7378  -0.9103
C  0.1566  0.2418  0.4812
H  1.9141  -0.1073  -1.5592
H  -0.4406  2.4183  0.5861
N  -0.2574  1.6584  -0.1045
H  0.5362  2.1124  -0.5116

=====

Record 6
The following is a DFT calculation (ωB97M-V/def2-TZVPD) of an isolated ion of composition C3H10N3 and charge +1.

Values from the calculation:
Energy relative to the best compared isomer or geometry (same formula, charge and spin) = 312.48 kJ/mol
SMILES = C[NH2+][C@@]1(N)CN1
Net charge = +1
Max |F| = 4.65 eV/Å
E_LUMO = -3.2796 eV
HOMO = -14.19 eV
Gap between HOMO and LUMO = 10.91 eV

Element x y z (Å)
H  0.8349  1.8957  0.9009
H  1.0039  1.9439  -0.7808
N  0.4797  1.5418  0.0129
H  -0.7345  -1.2799  -0.8478
H  -2.6393  -0.7587  -0.3346
H  1.8283  -0.5624  1.6013
H  -0.7515  0.3439  -1.5409
N  -0.7286  -0.2872  -0.6404
C  1.3121  -0.7995  0.7741
H  0.7058  -1.7197  0.9588
H  -2.3149  0.9724  0.1287
H  2.5642  -0.1472  -0.8331
C  -1.9346  -0.0825  0.1425
N  1.6452  -0.5416  -0.5997
C  0.5335  0.1169  -0.0328
H  -1.8042  -0.6359  1.0908

=====

Number 1: calculated total energy -17078.0258 eV. Number 2: calculated total energy -27923.6487 eV. Number 3: calculated total energy -27914.4669 eV. Number 4: calculated total energy -27915.0948 eV. Number 5: calculated total energy -7732.7876 eV. Number 6: calculated total energy -7735.0258 eV.